Here is a 2-piece molecular cluster, CHN2OS overall from the Open Molecules 2025 dataset. Energies are from wB97M-V/def2-TZVPD.

Positions of all 6 atoms, in Å:
1 C -0.157 1.004 1.109
2 N 0.434 1.971 0.863
3 N -0.631 -0.162 1.156
4 O -1.756 -0.405 1.639
5 S 1.622 -1.440 -2.309
6 H 0.488 -0.968 -2.458

HOMO energy (alpha / beta) = -0.112 / -0.107 Eh
Expectation value of S² = 2.017
Total charge = -1
Frontier orbital gap (alpha / beta) = 6.84 / 3.49 eV
LUMO level (alpha / beta) = 3.79 / 0.56 eV
Multiplicity = 3

Löwdin atomic charge list, values in e, 4 entries:
1. C -0.50
2. N 0.04
3. N -0.21
4. O -0.21

=====

Here is CHN3O2 as an isolated structure from the Open Molecules 2025 dataset. Energies are from wB97M-V/def2-TZVPD.

Positions of all 7 atoms, in Å:
1 O -0.855 -1.428 0.518
2 C -0.380 -0.248 0.236
3 N -0.694 0.937 0.265
4 O -0.200 1.940 -0.245
5 N 1.392 0.829 -1.188
6 N 1.121 -0.208 -0.851
7 H -0.385 -1.822 1.266

HOMO energy (alpha / beta) = -0.358 / -0.358 Eh
Frontier orbital gap (alpha / beta) = 9.74 / 9.74 eV
LUMO level (alpha / beta) = 0.00 / 0.00 eV

Löwdin atomic charge list, values in e, 4 entries:
1. O 0.12
2. C -0.31
3. N -0.05
4. O -0.08

=====

Here is one molecule with the formula CHN3O2 from the Open Molecules 2025 dataset. Energies are from wB97M-V/def2-TZVPD.

Positions of all 7 atoms, in Å:
1 O 2.232 0.021 -0.012
2 C 1.031 0.254 -0.068
3 N 0.154 1.288 -0.078
4 N -0.976 0.872 -0.046
5 N -0.967 -0.545 -0.092
6 O 0.204 -0.906 -0.120
7 H -1.679 -0.983 0.416

SMILES string = O=c1nn[nH]o1
HOMO energy = -0.373 Eh
Frontier orbital gap = 9.83 eV
LUMO level = -0.32 eV

Löwdin atomic charge list, values in e, 4 entries:
1. O 0.10
2. C -0.45
3. N 0.10
4. N 0.08

=====

Here is CHN3O2S as an isolated structure from the Open Molecules 2025 dataset. Energies are from wB97M-V/def2-TZVPD.

Positions of all 8 atoms, in Å:
1 C 1.098 0.017 -0.855
2 N -0.125 0.592 -0.883
3 N 1.785 -0.497 0.009
4 N -0.254 -0.387 1.675
5 O -2.075 1.091 0.663
6 O -0.967 -1.221 0.774
7 S -0.881 0.382 0.427
8 H 1.417 0.024 -1.810

HOMO energy (alpha / beta) = -0.392 / -0.396 Eh
Frontier orbital gap (alpha / beta) = 8.41 / 9.73 eV
LUMO level (alpha / beta) = -2.24 / -1.04 eV

Löwdin atomic charge list, values in e, 4 entries:
1. C -0.48
2. N -0.12
3. N 0.21
4. N -0.01

=====

Here is one molecule with the formula CHN3O3 from the Open Molecules 2025 dataset. Energies are from wB97M-V/def2-TZVPD.

Positions of all 8 atoms, in Å:
1 O -2.837 -0.813 0.007
2 N -1.746 -0.566 -0.244
3 C -0.714 0.173 0.048
4 N 0.315 -0.270 0.663
5 N 1.653 0.088 0.182
6 O 2.559 -0.272 0.879
7 O 1.661 0.595 -0.872
8 H -0.891 1.064 -0.663

SMILES string = O=N/C=N/[N+](=O)[O-]
HOMO energy (alpha / beta) = -0.370 / -0.370 Eh
Frontier orbital gap (alpha / beta) = 8.35 / 8.35 eV
LUMO level (alpha / beta) = -1.73 / -1.73 eV

Löwdin atomic charge list, values in e, 4 entries:
1. O 0.18
2. N 0.00
3. C -0.21
4. N 0.12

=====

Here is CHN3O5P as an isolated structure from the Open Molecules 2025 dataset. Energies are from wB97M-V/def2-TZVPD.

Positions of all 11 atoms, in Å:
1 C 1.515 -0.230 -0.968
2 N 2.272 -1.096 -0.912
3 N -0.368 0.034 2.017
4 N -0.669 -0.974 1.430
5 O -0.989 0.649 -1.549
6 O -0.846 -1.899 2.260
7 O -0.621 -1.275 0.206
8 O 0.911 2.393 -1.392
9 O -0.093 1.317 0.720
10 P 0.329 1.171 -0.805
11 H -1.439 -0.088 -1.007

HOMO energy = -0.242 Eh
Total charge = -1
Frontier orbital gap = 9.42 eV
LUMO level = 2.84 eV

Löwdin atomic charge list, values in e, 4 entries:
1. C -0.25
2. N 0.08
3. N 0.26
4. N -0.59

=====

Here is an isolated ion of composition CHN4 and charge -1 from the Open Molecules 2025 dataset. Energies are from wB97M-V/def2-TZVPD.

Positions of all 6 atoms, in Å:
1 C 0.568 0.174 0.099
2 N 0.303 -0.389 -1.078
3 N -0.312 0.390 1.075
4 N -0.676 -0.827 -1.609
5 N -1.484 0.196 1.220
6 H 1.601 0.455 0.294

HOMO energy (alpha / beta) = -0.081 / -0.081 Eh
Total charge = -1
Frontier orbital gap (alpha / beta) = 7.23 / 7.23 eV
LUMO level (alpha / beta) = 5.04 / 5.04 eV

Löwdin atomic charge list, values in e, 4 entries:
1. C -0.43
2. N -0.26
3. N -0.26
4. N -0.04

=====

Here is a 2-piece molecular cluster, CHN6 overall from the Open Molecules 2025 dataset. Energies are from wB97M-V/def2-TZVPD.

Positions of all 8 atoms, in Å:
1 C -0.138 0.467 -0.301
2 N 0.086 1.788 -0.074
3 N 0.378 -0.216 0.736
4 N 0.805 1.863 1.050
5 N 1.005 0.685 1.616
6 N -1.072 -1.639 -1.533
7 N -1.371 -1.834 -2.623
8 H 0.307 -1.114 1.128

HOMO energy = -0.116 Eh
Total charge = -1
Frontier orbital gap = 8.05 eV
LUMO level = 4.90 eV

Löwdin atomic charge list, values in e, 4 entries:
1. C -0.40
2. N -0.15
3. N -0.11
4. N -0.19

=====

Here is one molecule with the formula CHNO2S from the Open Molecules 2025 dataset. Energies are from wB97M-V/def2-TZVPD.

Positions of all 6 atoms, in Å:
1 C 0.310 0.445 0.270
2 N 1.544 0.372 0.285
3 O 2.642 0.759 0.584
4 O -0.372 2.800 1.584
5 S -0.936 1.649 0.875
6 H -0.251 -0.340 -0.207

HOMO energy (alpha / beta) = -0.335 / -0.330 Eh
Frontier orbital gap (alpha / beta) = 7.33 / 7.94 eV
LUMO level (alpha / beta) = -1.80 / -1.03 eV

Löwdin atomic charge list, values in e, 4 entries:
1. C -0.38
2. N -0.13
3. O 0.08
4. O -0.55

=====

Here is a 2-piece molecular cluster, CHNO2S overall from the Open Molecules 2025 dataset. Energies are from wB97M-V/def2-TZVPD.

Positions of all 6 atoms, in Å:
1 N -0.676 -0.679 1.285
2 C -0.855 -0.289 0.200
3 O -0.981 -0.351 -0.967
4 H -0.710 -0.148 2.200
5 O 1.586 0.954 -0.661
6 S 1.636 0.514 -2.058

SMILES string = N=C=O.O=S
HOMO energy (alpha / beta) = -0.335 / -0.334 Eh
Frontier orbital gap (alpha / beta) = 7.78 / 7.73 eV
LUMO level (alpha / beta) = -1.33 / -1.35 eV

Löwdin atomic charge list, values in e, 4 entries:
1. N 0.20
2. C -0.47
3. O 0.07
4. H 0.13

=====

Here is a 2-piece molecular cluster, CHNO2S overall from the Open Molecules 2025 dataset. Energies are from wB97M-V/def2-TZVPD.

Positions of all 6 atoms, in Å:
1 C 1.107 -1.179 -0.408
2 N -0.608 1.000 0.097
3 O -1.108 1.907 -0.482
4 O -1.074 0.330 0.995
5 S 0.659 -1.548 0.971
6 H 1.022 -0.510 -1.173

HOMO energy (alpha / beta) = -0.346 / -0.284 Eh
Frontier orbital gap (alpha / beta) = 8.56 / 5.89 eV
LUMO level (alpha / beta) = -0.87 / -1.83 eV

Löwdin atomic charge list, values in e, 4 entries:
1. C -0.44
2. N -0.30
3. O 0.02
4. O -0.12

=====

Here is a 2-piece molecular cluster, CHNO3 overall from the Open Molecules 2025 dataset. Energies are from wB97M-V/def2-TZVPD.

Positions of all 6 atoms, in Å:
1 N -0.697 0.115 0.845
2 O -1.686 0.827 0.845
3 O 0.518 0.467 0.845
4 C 2.620 -1.521 0.845
5 O 1.905 -2.419 0.845
6 H 3.458 -0.823 0.845

HOMO energy (alpha / beta) = -0.369 / -0.246 Eh
Frontier orbital gap (alpha / beta) = 10.39 / 4.47 eV
LUMO level (alpha / beta) = 0.34 / -2.22 eV

Löwdin atomic charge list, values in e, 4 entries:
1. N -0.18
2. O 0.02
3. O -0.03
4. C 0.00

=====

Calculated energy above the lowest of the compared OMol25 structures with the same formula, charge and spin (kJ/mol), listed in the same order as above: 183.99, 279.75, 267.36, 740.20, 401.20, 59.88, 367.73, 18.12, 317.80, 94.36, 503.70, 482.01